Record 1
{"formula": "C5H8NO3S", "method": "ωB97M-V with the def2-TZVPD basis set", "e_tot_ha": -873.99422, "homo_energy_ha": [-0.137, -0.137], "total_charge": -1, "elements": ["S", "O", "O", "O", "N", "C", "C", "C", "C", "C", "H", "H", "H", "H", "H", "H", "H", "H"], "xyz": [[2.0912, -0.4734, -0.6518], [-0.6185, 1.8585, -1.4172], [2.8321, 0.7752, -0.3639], [2.3835, -1.4922, 0.3068], [-1.5664, -0.9333, -1.6723], [0.3777, 2.2306, 0.7166], [-0.4480, 0.0506, 0.1743], [-0.9408, -2.3268, 0.2456], [-1.0308, -1.0099, -0.5546], [-0.3788, 1.4465, -0.2874], [-1.8825, -2.4131, 0.7952], [-0.2760, -0.1007, 1.1877], [-0.2547, -2.0796, 0.9369], [-1.6154, 0.1082, -2.0426], [0.5994, 1.8877, 1.7943], [-0.6626, -3.1946, -0.3372], [1.4395, 2.3882, 0.3642], [-0.0490, 3.2779, 0.8053]], "forces_ev_per_angstrom": [[0.234, 2.608, 0.378], [-0.476, 0.665, -0.289], [-0.841, -1.188, -0.788], [0.118, -1.405, 0.646], [-1.759, 1.880, -3.830], [1.737, 3.269, 1.888], [0.250, 2.444, -1.890], [-2.375, 0.645, -2.240], [0.517, -0.909, 1.874], [1.002, -3.324, 1.229], [-0.117, -0.477, -0.296], [0.452, -0.157, 1.642], [2.722, -0.033, 2.539], [0.507, -2.586, 1.168], [-1.067, -0.144, -1.702], [-0.203, -0.165, -0.082], [-1.089, -0.147, -0.132], [0.389, -0.976, -0.116]]}

***

Record 2
{"formula": "C25H32N8O4S4SbTm", "method": "ωB97M-V with the def2-TZVPD basis set", "e_tot_ha": -4629.29364, "multiplicity": 4, "homo_energy_ha": [-0.197, -0.196], "s_squared": 3.761, "total_charge": -1, "elements": ["Tm", "Sb", "S", "S", "S", "S", "O", "O", "O", "O", "N", "N", "N", "N", "N", "N", "N", "N", "C", "C", "C", "C", "C", "C", "C", "C", "C", "C", "C", "C", "C", "C", "C", "C", "C", "C", "C", "C", "C", "C", "C", "C", "C", "H", "H", "H", "H", "H", "H", "H", "H", "H", "H", "H", "H", "H", "H", "H", "H", "H", "H", "H", "H", "H", "H", "H", "H", "H", "H", "H", "H", "H", "H", "H", "H"], "xyz": [[0.7122, 0.0800, -0.6372], [4.5470, 0.3263, -0.5543], [5.5177, 1.4165, 1.2624], [1.1676, -0.7573, -3.6509], [2.8008, 1.8500, -1.2556], [2.9473, -1.1158, 0.5173], [-1.6836, 2.0906, -1.9556], [0.2536, 2.5896, -2.9396], [-1.2730, -3.2975, 5.2494], [-3.3401, -3.3420, 4.3673], [0.3793, 2.9404, 0.5802], [-0.6562, -1.8483, 0.5127], [3.7437, -0.4218, -3.9478], [-1.6762, 1.4072, 1.6809], [1.0169, 0.7044, 2.2063], [2.4378, 1.4513, -4.3253], [1.1875, -2.9198, -0.8848], [-1.9541, -0.6663, -1.2821], [-0.9201, 3.6103, 0.6617], [-2.1224, -3.1610, 4.3742], [2.5261, -4.7938, -1.5205], [-4.7230, -0.6169, -1.3162], [-2.0787, 2.6382, 1.0473], [-0.3992, 3.6850, -3.5683], [-2.3544, -1.8466, 2.1823], [-0.3915, -3.1963, 2.4516], [-4.0428, -0.8144, -0.1272], [-1.8616, -1.4552, 0.9425], [-0.4949, 1.7803, -2.0617], [0.0080, -2.7993, 1.1752], [-1.1845, 1.5241, 3.0451], [-1.5697, -2.6765, 2.9757], [1.0065, -3.4764, 0.3252], [-2.6126, -0.4576, -2.4077], [0.0315, 0.6222, 3.2898], [2.3718, -5.3558, -0.2645], [-2.6505, -0.8708, -0.1551], [-3.9975, -0.4650, -2.4877], [1.5981, -4.6898, 0.6726], [1.2493, 3.1730, 1.7412], [1.8879, 1.8839, 2.2886], [2.5376, 0.1705, -3.9455], [1.9212, -3.5699, -1.7712], [-2.7865, 3.1475, 1.7062], [2.7913, 1.6752, 1.7087], [2.0666, 3.8507, 1.4684], [-0.2985, -0.4170, 3.3606], [1.4526, -5.1147, 1.6530], [-2.5984, 2.3498, 0.1303], [-0.3442, 4.5673, -2.9238], [-1.1668, 4.0226, -0.3172], [-4.5696, -0.9596, 0.8019], [0.8711, 3.2781, -0.2461], [-3.3201, -1.5464, 2.5591], [-4.4858, -0.3601, -3.4441], [-2.0010, -0.3309, -3.2919], [3.2666, 2.0263, -4.2506], [4.5920, 0.1043, -4.0994], [1.5950, 1.9136, -3.9774], [3.1088, -5.2858, -2.2854], [-0.9271, 2.5590, 3.2914], [2.2128, 2.0760, 3.3234], [0.1728, -3.8968, 3.0468], [-0.9448, 0.9896, 1.0979], [-5.8044, -0.6229, -1.3382], [0.1130, 3.8832, -4.5093], [0.6759, 3.6612, 2.5353], [2.0060, -3.0927, -2.7401], [0.4807, 0.8894, 4.2598], [3.8037, -1.3821, -3.6523], [-1.4501, 3.4362, -3.7470], [-0.8700, 4.4479, 1.3711], [2.8328, -6.3041, -0.0188], [-1.9820, 1.2114, 3.7291], [1.6425, -0.1027, 2.3066]], "forces_ev_per_angstrom": [[0.238, -0.506, -0.237], [-1.332, 0.158, 0.295], [0.375, 0.180, 0.208], [-0.606, -0.316, 0.589], [0.448, -0.421, 0.177], [0.760, 0.254, -0.377], [1.120, -0.186, -0.157], [0.249, 0.012, -0.106], [0.788, -0.123, 0.594], [-0.867, -0.037, 0.035], [0.166, 0.202, -0.452], [0.071, 0.322, 0.293], [0.117, 0.299, -0.070], [0.113, -0.306, -0.142], [0.421, -0.377, 0.138], [0.289, -0.139, -0.077], [-0.216, -0.336, 0.074], [0.210, 0.308, 0.396], [-0.292, -0.032, 0.179], [0.290, 0.375, -1.051], [0.033, -0.006, 0.178], [0.161, 0.009, -0.064], [-0.093, 0.066, -0.265], [-0.413, -0.086, 0.088], [0.306, 0.050, -0.271], [0.141, 0.210, -0.370], [0.237, 0.152, 0.003], [0.289, -0.484, 0.612], [-1.099, 0.453, 0.277], [-0.373, 0.284, 0.614], [0.114, -0.217, 0.006], [-0.404, -0.273, 0.440], [0.412, -0.337, -0.460], [-0.207, -0.102, -0.302], [-0.313, 0.022, -0.035], [-0.023, 0.147, -0.027], [-0.409, 0.045, -0.500], [0.081, -0.040, 0.086], [-0.009, 0.210, -0.044], [0.105, -0.326, 0.124], [0.097, 0.232, -0.240], [0.223, 0.161, -0.652], [0.038, -0.148, -0.104], [-0.040, 0.030, -0.057], [-0.181, -0.115, 0.001], [-0.071, -0.046, 0.085], [0.038, 0.091, -0.034], [-0.091, 0.009, 0.093], [-0.013, 0.196, 0.109], [-0.054, 0.004, -0.088], [0.020, 0.034, 0.039], [-0.047, -0.067, 0.070], [-0.126, -0.234, 0.216], [-0.109, -0.046, -0.075], [-0.024, 0.052, -0.064], [-0.013, 0.155, -0.033], [-0.039, -0.108, 0.094], [-0.126, -0.091, 0.126], [-0.028, -0.072, 0.042], [0.000, -0.010, -0.076], [-0.025, 0.072, 0.003], [-0.076, -0.092, -0.041], [0.046, -0.128, 0.026], [-0.326, 0.361, 0.606], [-0.035, 0.048, 0.042], [0.039, 0.007, 0.018], [0.003, -0.022, -0.143], [0.067, 0.024, 0.007], [-0.057, -0.047, -0.147], [-0.019, 0.135, -0.003], [0.172, 0.166, -0.042], [-0.006, -0.041, -0.076], [0.002, 0.013, 0.013], [0.110, 0.091, 0.091], [-0.229, 0.280, -0.204]]}

***

Record 3
{"formula": "C14H22Br2O9", "method": "ωB97M-V with the def2-TZVPD basis set", "e_tot_ha": -6371.88606, "homo_energy_ha": -0.374, "smiles": "C[C@H]1COC(=O)O1.C[C@H]1COC(=O)O1.C[C@H]1COC(=O)O1.BrCCBr", "elements": ["Br", "Br", "O", "O", "O", "O", "O", "O", "O", "O", "O", "C", "C", "C", "C", "C", "C", "C", "C", "C", "C", "C", "C", "C", "C", "H", "H", "H", "H", "H", "H", "H", "H", "H", "H", "H", "H", "H", "H", "H", "H", "H", "H", "H", "H", "H", "H"], "xyz": [[1.6628, 3.7592, 1.2393], [3.5118, 0.5710, -1.6116], [2.2783, -0.5972, 3.5238], [0.0684, -0.6781, -1.2494], [-5.1862, 2.3765, 0.3062], [-4.9255, 2.9814, 2.4560], [-0.2152, -2.0855, -2.9666], [-0.5955, -2.7971, -0.9108], [-3.4401, 3.5937, 0.8921], [2.6580, 1.3623, 4.5413], [4.1746, 0.4992, 3.1251], [-0.2114, -1.7504, -1.6592], [-1.0312, -3.8836, -1.7227], [-4.4088, 2.4944, -0.8912], [3.0800, 2.2886, -0.7680], [-0.7754, -3.3598, -3.1565], [3.0102, 0.5163, 3.8041], [-4.5579, 2.9781, 1.3322], [2.9994, -1.4544, 2.6541], [2.2346, -1.7796, 1.3586], [1.9978, 2.0499, 0.2660], [-1.9476, 3.0298, -0.9013], [-2.4245, -4.3364, -1.3513], [-3.3430, 3.5411, -0.5467], [4.2800, -0.6586, 2.3336], [1.0098, 1.7799, -0.0868], [2.0560, -0.8082, 0.8957], [-2.7757, -5.1167, -2.0197], [2.8781, -2.3341, 0.6802], [-0.0112, -4.0012, -3.6062], [-1.2111, 3.8234, -0.7837], [-1.6496, -3.4208, -3.8066], [4.2973, -0.3963, 1.2724], [-1.9655, 2.7109, -1.9478], [3.1886, -2.3880, 3.1836], [-3.0952, -3.4786, -1.2504], [1.2609, -2.2177, 1.5594], [2.6306, 2.8333, -1.5890], [-3.9372, 1.5229, -1.0418], [-5.0599, 2.7384, -1.7257], [-2.4039, -4.7204, -0.3276], [-0.3643, -4.7359, -1.5605], [2.2950, 1.3312, 1.0212], [-1.6842, 2.1764, -0.2810], [3.9639, 2.7206, -0.3219], [5.1787, -1.2546, 2.4959], [-3.4947, 4.5745, -0.8566]], "forces_ev_per_angstrom": [[0.201, -0.514, -0.324], [0.223, 0.050, 0.169], [0.036, 0.311, -0.096], [0.298, 0.512, 0.348], [-0.434, -0.029, -0.340], [-0.226, -0.134, 0.376], [-0.309, 0.653, -0.398], [-0.132, 0.033, 0.484], [-0.021, 0.079, 0.147], [-0.077, 0.685, 0.425], [0.543, 0.332, 0.216], [-0.382, -0.402, -0.382], [0.242, -0.679, -0.451], [-0.048, 0.063, 0.416], [-1.357, -0.603, -0.086], [0.435, -1.574, 0.282], [-0.319, -0.852, -0.258], [0.438, 0.335, -0.333], [0.061, -0.864, -0.941], [0.072, 1.371, 0.864], [0.016, 0.576, 0.786], [-0.397, 0.571, -0.467], [0.102, 0.724, 0.902], [0.780, -0.658, 0.846], [-0.374, -0.926, -0.722], [0.192, -0.153, -0.487], [-0.193, -0.126, -0.304], [-0.183, 0.109, -0.104], [-0.162, -0.349, 0.042], [-0.082, 0.186, -0.157], [0.099, -0.119, 0.052], [-0.095, 0.714, 0.130], [-0.076, 0.275, 0.064], [0.189, 0.025, 0.029], [0.203, 0.092, 0.230], [-0.163, -0.109, -0.643], [0.127, -0.392, -0.120], [0.475, 0.509, 0.027], [0.038, 0.022, -0.267], [-0.020, 0.066, 0.018], [0.137, -0.300, -0.160], [0.121, 0.215, 0.202], [0.105, 0.098, 0.114], [-0.055, -0.031, 0.064], [0.152, 0.059, -0.224], [0.119, 0.365, 0.553], [-0.298, -0.218, -0.525]]}

***

Record 4
{"formula": "C25H25AsCsN3O6S2", "method": "ωB97M-V with the def2-TZVPD basis set", "e_tot_ha": -4635.64307, "homo_energy_ha": -0.034, "total_charge": -2, "elements": ["Cs", "As", "S", "S", "O", "O", "O", "O", "O", "O", "N", "N", "N", "C", "C", "C", "C", "C", "C", "C", "C", "C", "C", "C", "C", "C", "C", "C", "C", "C", "C", "C", "C", "C", "C", "C", "C", "C", "H", "H", "H", "H", "H", "H", "H", "H", "H", "H", "H", "H", "H", "H", "H", "H", "H", "H", "H", "H", "H", "H", "H", "H", "H"], "xyz": [[-0.5495, -0.0790, 1.2590], [-3.2025, -1.7511, 2.8838], [-0.1499, 0.1525, -6.6871], [-3.3853, 1.3090, 1.2320], [-2.0351, -1.9583, 1.7089], [-2.7595, -1.3702, 4.4211], [-3.0438, 0.5013, 0.0693], [-2.4954, 1.0886, 2.3685], [-4.0673, -3.3226, 2.8659], [-3.6712, 2.6992, 0.9454], [4.1268, 0.7458, -8.2062], [1.1604, 0.0639, 3.9750], [0.3703, 0.1438, -2.1589], [1.1632, -1.3775, 4.0575], [0.0748, 1.3394, -4.2073], [0.2247, 1.2810, -2.8266], [4.2940, 0.0439, 0.9254], [3.1381, 0.2444, 1.7262], [1.5295, 0.3849, -7.2537], [2.4702, 0.6383, 4.1725], [0.0835, 0.1509, -4.9190], [-7.2450, -0.5987, 2.7152], [0.1382, 0.6401, 4.8166], [-6.0390, -1.2764, 2.8716], [5.6120, -0.0811, 1.3653], [-4.8851, 0.5460, 1.8267], [-4.8442, -0.7184, 2.4297], [2.0101, 1.6510, -7.5459], [3.6592, -0.4644, -7.9195], [2.3730, -0.6975, -7.4463], [4.8164, 0.1810, 3.5889], [5.8912, -0.0182, 2.7256], [0.3612, -0.9903, -2.8468], [-7.2703, 0.6507, 2.1228], [-6.0853, 1.2256, 1.6809], [3.3123, 1.7777, -8.0167], [0.2235, -1.0427, -4.2295], [3.5185, 0.3187, 3.0993], [4.1667, -0.0295, -0.1609], [6.4219, -0.2369, 0.6542], [2.0429, -1.7044, -7.2294], [-0.8375, 0.2143, 4.5678], [-6.0646, 2.2064, 1.2239], [-8.1635, -1.0548, 3.0685], [0.3033, 0.4564, 5.8993], [1.3893, 2.5259, -7.4080], [-6.0309, -2.2508, 3.3393], [1.4256, -1.7256, 5.0778], [-8.2091, 1.1816, 2.0096], [2.3321, 1.7248, 4.2203], [4.3337, -1.3001, -8.0693], [0.1010, 1.7212, 4.6626], [3.7053, 2.7623, -8.2450], [2.8615, 0.3340, 5.1698], [4.9986, 0.2268, 4.6620], [0.2149, -1.9939, -4.7446], [1.8900, -1.7816, 3.3515], [6.9030, -0.1280, 3.1044], [-0.0540, 2.2914, -4.7046], [0.1701, -1.7683, 3.8220], [-3.4090, -3.9879, 2.6453], [0.2195, 2.1889, -2.2342], [0.4668, -1.9036, -2.2715]], "forces_ev_per_angstrom": [[4.029, 0.621, -1.206], [0.024, 0.325, -0.060], [-0.060, -0.006, -0.172], [-0.975, -0.336, 0.244], [-1.829, -1.502, 0.967], [-0.050, -0.209, -0.305], [-0.103, 0.434, -0.360], [-0.877, 1.011, 0.540], [-0.230, -0.411, 0.189], [-0.106, 0.135, -0.020], [0.222, 0.033, -0.091], [-0.153, -0.105, -0.187], [-0.045, -0.027, 0.105], [0.030, -0.006, 0.073], [0.025, 0.067, 0.107], [0.000, -0.019, -0.081], [-0.370, -0.058, -0.385], [0.925, 0.004, 0.329], [-0.139, -0.019, 0.142], [0.009, 0.012, 0.051], [0.060, -0.005, 0.003], [0.050, -0.126, 0.062], [-0.066, 0.011, 0.071], [-0.115, 0.086, -0.060], [0.075, 0.009, 0.249], [-0.196, -0.060, 0.080], [0.324, 0.026, -0.044], [0.164, 0.107, -0.069], [-0.276, -0.050, 0.111], [0.201, -0.051, -0.049], [0.254, -0.077, -0.170], [-0.178, 0.022, -0.055], [0.016, 0.028, -0.095], [-0.005, 0.107, -0.042], [-0.004, -0.104, -0.009], [-0.267, -0.030, 0.103], [0.006, -0.052, 0.098], [-0.629, 0.057, 0.174], [-0.055, 0.014, 0.048], [-0.032, 0.009, -0.031], [-0.026, 0.016, 0.007], [0.003, 0.020, 0.024], [-0.009, 0.002, -0.001], [0.003, 0.007, -0.002], [0.108, -0.020, -0.032], [-0.020, -0.023, 0.008], [0.032, 0.005, -0.001], [0.026, -0.029, -0.024], [0.009, 0.015, -0.007], [0.022, 0.010, -0.056], [0.051, 0.040, -0.024], [-0.016, -0.010, -0.014], [0.059, -0.023, -0.023], [0.036, 0.056, -0.022], [-0.021, 0.002, 0.004], [-0.007, 0.023, -0.030], [0.000, 0.013, -0.003], [-0.003, 0.002, -0.002], [-0.008, -0.022, -0.028], [0.004, 0.005, 0.026], [0.103, 0.047, -0.084], [-0.001, -0.014, 0.013], [0.001, 0.018, 0.016]]}